#a
DFT (the ωB97M-V functional and the def2-TZVPD basis) results for a single CH2ClFS molecule.

The value obtained for the gap between HOMO and LUMO is 10.4 eV. For the LUMO energy, the calculation gives 0.64 eV. Its SMILES is F[C@@H](S)Cl.

Each atom is followed by the atoms it is bonded to, with distances in Å.
Cartesian coordinates (Å):
1 F 1.197 -1.163 -0.165  C2 1.289
2 C 0.486 -0.088 -0.133  F1 1.289, S3 2.013, Cl4 1.677, H5 1.118
3 S -1.184 -0.382 0.951  C2 2.013, H6 1.402
4 Cl 1.417 1.226 0.335  C2 1.677
5 H 0.187 0.027 -1.204  C2 1.118
6 H -2.104 0.379 0.215  S3 1.402



#b
DFT (the ωB97M-V functional and the def2-TZVPD basis) results for 2 unconnected molecules or ions with the total composition CH2ClFS.

The value obtained for the gap between HOMO and LUMO (alpha / beta) is 9.8 / 6.2 eV. For the LUMO energy (alpha / beta), the calculation gives -0.27 / -2.51 eV.

Each atom is followed by the atoms it is bonded to, with distances in Å.
Cartesian coordinates (Å):
1 C 1.986 0.527 0.474  F2 1.427, Cl4 1.614, H5 1.017
2 F 2.141 1.715 -0.302  C1 1.427
3 S -1.116 0.472 -0.447  H6 1.242
4 Cl 2.452 -0.882 -0.161  C1 1.614
5 H 1.225 0.694 1.128  C1 1.017
6 H -1.420 0.449 0.757  S3 1.242



Relative energies, in hartree, with the most stable structure set to zero: #a 0.0000; #b 0.1077.



#a
DFT (the ωB97M-V functional and the def2-TZVPD basis) results for a single C3H8N4O molecule.

The value obtained for the gap between HOMO and LUMO (alpha / beta) is 7.7 / 7.7 eV. For the LUMO energy (alpha / beta), the calculation gives 0.70 / 0.70 eV.

Each atom is followed by the atoms it is bonded to, with distances in Å.
Cartesian coordinates (Å):
1 C -0.561 -0.037 0.120  C2 1.615, C6 1.851, O7 1.364, N8 1.290
2 C 0.323 0.496 -1.122  C1 1.615, N4 1.380, C6 1.402
3 N -1.976 -1.714 0.706  N8 1.372, H10 1.009, H11 1.017
4 N 0.609 -0.360 -2.167  C2 1.380, H12 1.009, H13 1.018
5 N 1.264 1.674 0.785  C6 1.406, H14 1.008, H15 1.010
6 C 1.195 0.528 -0.025  C1 1.851, C2 1.402, N5 1.406, H16 1.096
7 O -1.324 0.833 0.841  C1 1.364, H9 0.973
8 N -0.779 -1.308 0.172  C1 1.290, N3 1.372
9 H -0.831 1.670 0.877  O7 0.973
10 H -1.930 -2.690 0.958  N3 1.009
11 H -2.341 -1.119 1.445  N3 1.017
12 H -0.205 -0.690 -2.663  N4 1.009
13 H 1.279 -1.110 -2.010  N4 1.018
14 H 1.574 2.502 0.301  N5 1.008
15 H 1.712 1.541 1.681  N5 1.010
16 H 1.991 -0.216 0.102  C6 1.096



#b
DFT (the ωB97M-V functional and the def2-TZVPD basis) results for a single C3H8N4O molecule.

The value obtained for the gap between HOMO and LUMO is 9.4 eV. For the LUMO energy, the calculation gives 0.67 eV. Its SMILES is [H]/N=C\N(C)O/C(N)=N/[H].

Each atom is followed by the atoms it is bonded to, with distances in Å.
Cartesian coordinates (Å):
1 H 0.125 2.225 -0.443  N2 1.006
2 N 1.055 2.015 -0.123  H1 1.006, C3 1.289
3 C 1.485 0.811 0.041  N2 1.289, N4 1.353, H11 1.069
4 N 1.054 -0.409 -0.355  C3 1.353, C5 1.475, O6 1.438
5 C 1.522 -1.708 0.164  N4 1.475, H12 1.017, H13 1.098, H14 1.087
6 O -0.270 -0.260 -0.897  N4 1.438, C7 1.404
7 C -1.176 -0.035 0.152  O6 1.404, N8 1.424, N9 1.280
8 N -2.474 -0.074 -0.433  C7 1.424, H15 0.966, H16 1.026
9 N -0.861 0.066 1.388  C7 1.280, H10 0.967
10 H -1.683 0.183 1.884  N9 0.967
11 H 2.435 0.732 0.525  C3 1.069
12 H 2.536 -1.719 0.245  C5 1.017
13 H 1.144 -2.485 -0.514  C5 1.098
14 H 0.924 -1.748 1.071  C5 1.087
15 H -3.180 -0.107 0.226  N8 0.966
16 H -2.538 -0.603 -1.309  N8 1.026



Relative energies, in hartree, with the most stable structure set to zero: #a 0.0395; #b 0.0000.



#a
DFT (the ωB97M-V functional and the def2-TZVPD basis) results for a single C3H3NO2S molecule.

The value obtained for the gap between HOMO and LUMO is 7.8 eV. For the LUMO energy, the calculation gives -0.75 eV. Its SMILES is O=CN(C=O)C=S.

Each atom is followed by the atoms it is bonded to, with distances in Å.
Cartesian coordinates (Å):
1 O -2.548 -0.050 -0.355  C2 1.253
2 C -1.414 -0.469 -0.024  O1 1.253, N3 1.477, H8 1.252
3 N -0.062 0.092 0.169  C2 1.477, C4 1.331, C6 1.415
4 C 0.290 1.373 0.083  N3 1.331, O5 1.220, H9 1.053
5 O 1.389 1.840 -0.170  C4 1.220
6 C 0.921 -0.910 -0.006  N3 1.415, S7 1.648, H10 1.051
7 S 2.506 -0.500 -0.190  C6 1.648
8 H -1.102 -1.615 0.373  C2 1.252
9 H -0.467 2.105 0.073  C4 1.053
10 H 0.487 -1.866 0.047  C6 1.051



#b
DFT (the ωB97M-V functional and the def2-TZVPD basis) results for a single C3H3NO2S molecule.

The value obtained for the gap between HOMO and LUMO is 9.5 eV. For the LUMO energy, the calculation gives 0.56 eV. Its SMILES is Oc1ocnc1S.

Each atom is followed by the atoms it is bonded to, with distances in Å.
Cartesian coordinates (Å):
1 O 0.197 2.038 -0.108  C2 1.332, H8 0.967
2 C 0.340 0.714 -0.104  O1 1.332, O3 1.339, C6 1.356
3 O 1.596 0.251 -0.107  C2 1.339, C4 1.360
4 C 1.435 -1.099 -0.118  O3 1.360, N5 1.289, H9 1.071
5 N 0.212 -1.503 -0.124  C4 1.289, C6 1.388
6 C -0.527 -0.328 -0.108  C2 1.356, N5 1.388, S7 1.761
7 S -2.281 -0.198 -0.195  C6 1.761, H10 1.326
8 H -0.750 2.237 -0.120  O1 0.967
9 H 2.328 -1.692 -0.100  C4 1.071
10 H -2.549 -0.420 1.084  S7 1.326



#c
DFT (the ωB97M-V functional and the def2-TZVPD basis) results for a single C3H3NO2S molecule.

The value obtained for the gap between HOMO and LUMO is 9.2 eV. For the LUMO energy, the calculation gives -0.58 eV.

Each atom is followed by the atoms it is bonded to, with distances in Å.
Cartesian coordinates (Å):
1 C -0.458 1.032 0.164  C2 1.359, C3 1.432, H8 1.182
2 C 0.504 0.668 1.053  C1 1.359, S7 1.821, H9 1.048
3 C -0.706 0.184 -0.962  C1 1.432, N4 1.485, O5 1.198
4 N 0.116 -1.049 -0.853  C3 1.485, S7 1.767, H10 1.041
5 O -1.457 0.407 -1.867  C3 1.198
6 O 0.645 -1.852 1.550  S7 1.402
7 S 1.144 -0.969 0.581  C2 1.821, N4 1.767, O6 1.402
8 H -1.059 2.050 0.134  C1 1.182
9 H 0.913 1.145 1.892  C2 1.048
10 H 0.357 -1.615 -1.692  N4 1.041



Relative energies, in hartree, with the most stable structure set to zero: #a 0.0726; #b 0.0000; #c 0.0444.